(1)
Formula: C5H7N
Source: the Open Molecules 2025 dataset
Level of theory: ωB97M-V with the def2-TZVPD basis set

Positions of all 13 atoms, in Å:
C: 1.86506 -0.97413 0.11247
N: 0.68543 -1.13530 -0.26941
C: -0.32844 -0.16257 -0.13850
C: 0.05689 1.36261 -0.11677
C: -1.52096 -0.55702 0.65080
C: -1.65744 -0.60900 -0.64570
H: 2.53792 -1.75357 -0.06597
H: 2.25472 -0.11791 0.63091
H: 0.86582 1.72999 -0.92009
H: 0.33464 1.59202 0.95765
H: -0.90637 2.10089 -0.25013
H: -1.96796 -0.85708 1.52830
H: -2.21932 -0.61893 -1.47356

E = -6784.339 eV
SMILES = C=NC1(C)C=C1
E_HOMO = -9.0 eV

(2)
Formula: ClFHP3
Source: the Open Molecules 2025 dataset
Level of theory: ωB97M-V with the def2-TZVPD basis set

Positions of all 6 atoms, in Å:
F: -3.13425 -1.69504 0.26145
P: -2.09332 -0.57431 0.72477
P: -0.54612 -0.68544 -0.74955
P: -2.02142 0.86522 -0.88987
Cl: -1.06382 2.53396 0.24936
H: 0.04137 0.14796 0.13371

E = -43123.062 eV
SMILES = FP1#[PH]P1Cl
E_HOMO = -9.8 eV

(3)
Formula: C4H9O2
Source: the Open Molecules 2025 dataset
Level of theory: ωB97M-V with the def2-TZVPD basis set

Positions of all 15 atoms, in Å:
C: -0.86664 1.17401 -0.53146
C: -0.93271 -0.33370 -0.40732
C: 0.39401 0.26833 1.53075
C: 1.45262 -0.80162 -0.47069
O: -0.85260 1.66278 0.77767
O: 0.30089 -0.60304 0.42288
H: 0.13888 1.37101 -0.99156
H: -1.74312 1.49112 -0.95357
H: -1.66526 -0.68179 0.23296
H: -1.07729 -0.83456 -1.37190
H: 1.27143 0.86452 1.60324
H: -0.31103 -0.11988 2.20975
H: 1.63481 -1.81008 -0.67317
H: 1.44102 -0.22397 -1.41103
H: 2.29394 -0.50124 0.08045

E = -8374.227 eV
<S²> = 2.008
multiplicity = 3
E_HOMO (spin up / spin down) = -12.0 / -16.1 eV
total charge = +1

(4)
Formula: C4H9N3
Source: the Open Molecules 2025 dataset
Level of theory: ωB97M-V with the def2-TZVPD basis set

Positions of all 16 atoms, in Å:
C: 0.15815 1.22602 -1.27932
C: 1.73519 0.24149 0.49282
C: -0.72413 -1.62228 -0.17584
C: 0.48534 0.11432 -0.32772
N: -1.89120 0.03692 1.38847
N: -0.58923 -0.48096 0.31189
N: -1.11717 -2.66777 -0.64817
H: -1.33330 0.49110 2.11316
H: -2.28823 0.80210 0.84056
H: -0.87456 -3.56711 -0.25190
H: 1.91309 -0.65173 1.09397
H: 2.60241 0.40049 -0.15124
H: 1.01295 1.44051 -1.92361
H: -0.08393 2.16204 -0.74982
H: -0.69253 0.97440 -1.91530
H: 1.68713 1.10045 1.18206

E = -8759.416 eV
E_HOMO (spin up / spin down) = -6.8 / -6.9 eV

(5)
Formula: C19H26F3N3O4S
Source: the Open Molecules 2025 dataset
Level of theory: ωB97M-V with the def2-TZVPD basis set

Positions of all 56 atoms, in Å:
C: 4.10087 4.41787 0.22987
C: 4.45732 2.94065 0.17022
O: 3.36587 2.16100 -0.33707
C: 2.43349 1.83119 0.53142
O: 2.29562 2.25937 1.64771
C: 1.27394 1.02770 -0.15837
N: 1.77834 -0.22650 -0.65278
C: 2.81557 -0.78560 0.01703
O: 3.42108 -0.15300 0.86345
C: 3.17813 -2.18857 -0.39428
C: 2.08279 -3.20703 -0.03748
C: 1.71165 -3.09445 1.43926
C: 2.56920 -4.61595 -0.36771
N: 0.25757 0.85537 0.85577
C: -1.10057 0.86553 0.59026
S: -2.07532 2.22952 1.08648
C: -3.51204 1.46354 0.49074
C: -3.25578 0.23879 -0.03768
C: -1.87222 -0.11861 0.02904
C: -1.35360 -1.43300 -0.41271
N: -1.93920 -2.48408 0.20165
O: -0.48283 -1.59786 -1.25107
C: -4.33295 -0.56719 -0.70067
C: -5.71476 -0.08332 -0.26277
C: -5.81369 1.43364 -0.39429
C: -4.85225 2.10931 0.58391
C: 0.80044 1.86931 -1.36360
F: 1.72674 1.96075 -2.32014
F: 0.49595 3.12223 -0.99089
F: -0.29265 1.38040 -1.96246
H: 4.96930 4.98795 0.54712
H: 3.29352 4.57825 0.93963
H: 3.78342 4.76574 -0.75010
H: 5.27362 2.75604 -0.53009
H: 4.71858 2.56043 1.16171
H: 1.10630 -0.80590 -1.16269
H: 4.10503 -2.45172 0.11825
H: 3.35183 -2.20080 -1.47145
H: 1.19732 -2.99360 -0.64289
H: 0.97882 -3.85272 1.70814
H: 2.59181 -3.23175 2.06353
H: 1.29032 -2.11521 1.65748
H: 1.79486 -5.34761 -0.14858
H: 2.82686 -4.69619 -1.42100
H: 3.44911 -4.86381 0.22217
H: 0.52379 1.40343 1.67686
H: -2.58199 -2.35669 0.96250
H: -1.62859 -3.41460 -0.02628
H: -4.22895 -0.44910 -1.78412
H: -4.22079 -1.63041 -0.48281
H: -5.88785 -0.36499 0.77841
H: -6.48019 -0.56443 -0.87384
H: -5.55524 1.72235 -1.41454
H: -6.83348 1.76614 -0.19520
H: -5.23266 2.01179 1.60664
H: -4.77146 3.17645 0.36828

E = -51775.525 eV
SMILES = CCOC(=O)[C@@](NC(=O)CC(C)C)(Nc1sc2c(c1C(N)=O)CCCC2)C(F)(F)F
E_HOMO = -8.2 eV

(6)
Formula: C39H29Cl2HfN8O4
Source: the Open Molecules 2025 dataset
Level of theory: ωB97M-V with the def2-TZVPD basis set

Positions of all 83 atoms, in Å:
Hf: -0.09483 0.14242 0.17485
O: 3.57749 2.27548 1.70701
C: 2.97312 2.99118 2.68779
C: 3.78590 3.78864 3.48903
C: 3.23970 4.53527 4.51222
C: 1.86973 4.49431 4.76187
C: 1.05866 3.71055 3.97237
C: 1.58441 2.94994 2.92163
C: 0.68894 2.14619 2.07802
O: 1.20801 1.45708 1.08489
N: -0.59607 2.16177 2.31023
N: -1.29966 1.38653 1.40008
C: -2.58887 1.49073 1.37434
C: -3.41883 0.79089 0.43227
C: -4.80815 0.74469 0.65673
C: -5.65663 0.10542 -0.21020
C: -5.13327 -0.48610 -1.36584
C: -3.78525 -0.43091 -1.63309
C: -2.89120 0.19208 -0.74676
O: -1.61154 0.25380 -1.05291
H: 2.86378 1.79825 1.24637
H: 4.84840 3.79856 3.28426
H: 3.88051 5.15794 5.12273
H: 1.44433 5.07424 5.56931
H: -0.00786 3.66927 4.14465
H: -3.06827 2.15822 2.08906
H: -5.20091 1.22593 1.54577
H: -6.71794 0.06674 -0.00863
H: -5.79621 -0.98380 -2.06170
H: -3.36991 -0.86186 -2.53541
C: 2.84628 -0.99473 -0.79998
N: 1.84224 -0.06289 -1.33741
C: 2.36511 1.09968 -2.05064
C: 1.42158 2.24415 -1.87438
N: 0.28674 2.16884 -1.23162
C: -0.21242 3.47347 -1.19921
C: -1.38043 4.00464 -0.65629
C: -1.57764 5.36669 -0.75720
C: -0.65192 6.20200 -1.39377
C: 0.49824 5.69346 -1.96101
C: 0.68946 4.32290 -1.85711
N: 1.72098 3.50178 -2.27312
C: 2.70469 -1.14749 0.68655
N: 1.58081 -1.00912 1.34806
C: 1.90720 -1.14931 2.69457
C: 1.12733 -1.00900 3.83956
C: 1.74871 -1.17771 5.06024
C: 3.11478 -1.47237 5.15423
C: 3.90591 -1.59344 4.02956
C: 3.27665 -1.42505 2.80391
N: 3.74828 -1.41119 1.50434
H: 3.85139 -0.62629 -1.01040
H: 2.74976 -1.97685 -1.26658
H: 1.19823 -0.57485 -1.93649
H: 2.52507 0.90057 -3.11472
H: 3.32971 1.38709 -1.62655
H: -2.11592 3.37428 -0.18293
H: -2.47268 5.80626 -0.33778
H: -0.84618 7.26466 -1.44617
H: 1.21744 6.32925 -2.46057
H: 2.52488 3.77933 -2.80893
H: 0.08165 -0.75267 3.76595
H: 1.17157 -1.07342 5.96922
H: 3.56061 -1.59196 6.13216
H: 4.96699 -1.79171 4.10391
H: 4.70201 -1.56305 1.22396
Cl: 0.14727 -4.00812 -2.50966
C: -0.82078 -3.87173 -1.08545
C: -1.62671 -4.94558 -0.69253
C: -2.38288 -4.85539 0.44371
Cl: -3.36789 -6.19380 0.92263
C: -2.35776 -3.68154 1.23198
C: -3.08136 -3.51557 2.43002
C: -2.98104 -2.33763 3.11865
C: -2.17581 -1.31286 2.61003
N: -1.47470 -1.42163 1.50243
C: -1.54644 -2.59819 0.81151
C: -0.75278 -2.69024 -0.36583
O: 0.02247 -1.69524 -0.71103
H: -1.63831 -5.84652 -1.28966
H: -3.70368 -4.32513 2.78455
H: -3.51710 -2.18469 4.04425
H: -2.12258 -0.36666 3.13733

E = -87379.574 eV
E_HOMO = -10.2 eV
total charge = +1

(7)
Formula: C37H56B2BrN8O2PRbS5
Source: the Open Molecules 2025 dataset
Level of theory: ωB97M-V with the def2-TZVPD basis set

Positions of all 113 atoms, in Å:
Rb: -0.79715 -1.37296 -3.49244
C: -3.41470 -0.59041 2.18152
C: -2.39603 0.33198 1.88666
C: -2.22580 1.57457 2.21739
C: -1.28534 2.50813 1.85656
N: -0.29664 1.88124 1.14638
N: -0.42791 0.68652 0.77102
B: 0.92029 0.31139 0.08608
N: 1.78641 1.31654 -0.65008
N: 2.97103 1.58239 -0.25365
C: 3.62796 2.47624 -0.67735
C: 3.02961 3.51561 -1.52956
C: 1.92014 3.25014 -2.14009
C: 1.18181 4.41005 -2.82608
C: 1.05077 2.05643 -1.69132
S: -0.51739 1.77918 -2.13421
C: 5.13487 2.43303 -0.32047
C: 6.01840 3.86313 -0.58042
C: 5.80457 1.18164 -1.12255
C: 5.13279 2.16374 1.25983
N: 1.52158 -0.81517 0.67006
N: 1.15758 -1.19797 2.05731
C: 1.90443 -1.65500 2.89734
C: 3.21481 -2.13143 2.49012
C: 3.46063 -2.23465 1.06568
C: 4.56727 -3.09633 0.65735
C: 2.64141 -1.61396 0.06423
S: 2.88700 -1.46518 -1.56102
C: 1.29086 -1.52313 4.24540
C: 0.99555 -2.97995 4.76131
C: 2.23302 -0.61679 5.32873
C: -0.10569 -0.77385 4.14884
C: -1.30080 -0.30652 0.91129
S: -1.75134 -1.74610 0.02946
C: -1.25325 3.81058 2.32864
C: -1.38080 3.92916 3.85789
C: -2.35168 4.73809 1.67801
C: 0.20267 4.38941 2.07379
H: -4.03057 -0.71892 1.52105
H: -4.15596 -0.31405 3.07809
H: -3.01091 -1.62136 2.22886
H: -2.98169 1.97382 2.77691
H: 3.41731 4.44297 -1.85363
H: 1.78723 5.21692 -2.60838
H: -0.20178 4.33144 -2.42748
H: 0.88192 4.56499 -3.84068
H: 5.57529 4.26757 -1.45988
H: 6.95339 3.31696 -0.96226
H: 5.78863 4.22482 0.29854
H: 5.92332 1.54811 -2.10212
H: 5.05727 0.08840 -0.88511
H: 6.66789 0.58654 -0.86083
H: 5.72009 3.10342 1.86707
H: 5.41406 1.33715 1.76078
H: 4.20969 2.08770 1.59636
H: 3.99876 -2.16944 3.36925
H: 4.05763 -3.64450 -0.12868
H: 5.14061 -3.80582 1.33548
H: 5.54113 -2.72274 0.19889
H: 1.59233 -3.88557 4.69342
H: 0.36943 -3.52290 4.28934
H: 0.27379 -2.87502 5.81336
H: 3.46911 -0.71074 4.93140
H: 1.93589 -0.75573 6.19537
H: 1.85967 0.24931 5.06216
H: -0.67699 -1.20862 3.45360
H: -0.20937 0.56185 3.96776
H: -0.38142 -1.01259 5.11383
H: -2.23011 3.46534 4.14400
H: -1.08809 4.78093 4.63700
H: -0.64136 3.23680 4.15716
H: -3.48166 4.01443 1.97285
H: -2.05736 5.08854 0.68365
H: -2.04567 5.76814 2.57172
H: 0.79105 3.49575 2.64045
H: 0.44051 5.18175 2.83858
H: 0.61329 4.89931 0.82763
C: -3.63260 -8.43481 -3.45430
C: -3.43872 -6.97138 -3.03417
O: -2.17406 -6.84621 -2.50879
P: -1.66853 -5.30764 -2.58390
S: -3.11200 -4.14230 -2.06342
S: -0.84168 -4.89243 -4.27840
O: -0.45706 -5.48257 -1.49497
C: 0.28938 -4.30042 -1.16922
C: 0.74207 -4.30531 0.24685
H: -4.68504 -8.70795 -3.64767
H: -3.10300 -9.09792 -2.67283
H: -3.12589 -8.57222 -4.47508
H: -4.22655 -6.76803 -2.24331
H: -3.65726 -6.29123 -3.87346
H: -0.42791 -3.49369 -1.43064
H: 1.12648 -4.08486 -1.94697
H: 0.23079 -5.05238 0.70077
H: 0.70291 -3.37709 0.80508
H: 1.78741 -4.54043 0.33088
Br: -7.75400 3.05860 -1.12322
C: -6.13567 2.22928 -1.74436
C: -5.11748 2.92404 -2.41318
C: -4.00610 2.27509 -2.89039
C: -3.90642 0.89056 -2.62391
C: -5.00274 0.28379 -2.07598
N: -6.07888 0.89890 -1.60363
H: -5.27158 3.99488 -2.63176
H: -3.26417 2.57651 -3.57232
H: -3.07546 0.28143 -2.94400
H: -5.09422 -0.76971 -1.84053
B: -3.89230 1.85829 -6.54102
C: -2.81219 0.81318 -6.10959
N: -1.92274 0.14429 -5.71070
H: -5.03737 1.49679 -6.17022
H: -3.85063 1.84731 -7.77984
H: -3.54405 2.93094 -6.01893

E = -190793.145 eV
<S²> = 0.774
multiplicity = 2
E_HOMO (spin up / spin down) = -1.7 / -2.7 eV
total charge = -2

(8)
Formula: C6H17NO15S3Zn
Source: the Open Molecules 2025 dataset
Level of theory: ωB97M-V with the def2-TZVPD basis set

Positions of all 43 atoms, in Å:
Zn: 1.24150 3.91114 9.99031
S: -1.65424 5.81801 9.96259
O: -2.61570 4.73244 9.77509
O: -1.72683 6.83060 8.87525
O: -1.90841 6.48842 11.28078
O: -0.21259 5.31862 9.95462
S: -0.15724 2.18451 12.42879
O: -0.21886 3.48416 13.16140
O: -1.44610 1.48670 12.45932
O: 0.22626 2.47974 10.99322
O: 0.92376 1.35335 13.04895
S: 0.78986 3.49383 6.58743
O: 0.33222 4.86001 6.33808
O: 1.07673 3.24334 8.05772
O: -0.19069 2.48294 6.11868
O: 2.09673 3.23758 5.87063
C: 1.97364 6.13309 11.48313
C: 2.85894 6.30926 10.23188
O: 2.58019 5.40808 9.13482
O: 1.83161 4.76031 11.77782
H: 1.01791 6.64367 11.32966
H: 2.42911 6.68819 12.32175
H: 3.86256 6.01262 10.57558
H: 2.71253 7.34498 9.91405
H: 3.28825 5.60700 8.51915
H: 1.29607 4.59439 12.58102
C: 3.18463 0.63506 11.32544
C: 3.58162 2.04933 10.93286
C: 5.08543 2.13467 10.73385
O: 5.45373 3.31824 10.05436
C: 6.82120 3.39174 9.79159
N: 2.80711 2.44203 9.70946
H: 3.49683 -0.03699 10.51103
H: 2.10009 0.57638 11.41927
H: 3.67001 0.35691 12.26537
H: 3.37284 2.73662 11.75474
H: 5.53930 1.24592 10.25088
H: 5.57264 2.07492 11.72806
H: 6.97730 4.37635 9.34316
H: 7.13330 2.60613 9.09243
H: 7.43002 3.38586 10.70972
H: 3.49672 2.54736 8.96560
H: 2.39554 1.55782 9.42000

E = -119616.405 eV
E_HOMO = 4.6 eV
total charge = -4

Energy relative to the best compared isomer or geometry (same formula, charge and spin) (computed, eV): 4.1732; 0.0000; 0.7419; 5.1091; 0.3061; 0.8878; 23.3765; 0.0000